C2H5NO2 | ωB97M-V/def2-TZVPD

Output
Maximum force (eV/Å): 3.42
Energy above the lowest of the compared OMol25 structures with the same formula, charge and spin (kJ/mol): 645.9
E_HOMO (spin up / spin down) (eV): -8.288 / -8.278
E_LUMO (spin up / spin down) (eV): 0.31 / 0.39
Total energy (a.u.): -284.221371
M (g mol⁻¹): 75.1

Last column: Löwdin charge in e.
Element x y z (Å)
C (-3.245, -0.505, -0.432)  -0.17
C (1.332, -0.009, 0.418)  0.02
N (-0.009, -1.988, -0.008)  0.04
O (-4.026, 0.081, 0.266)  0.00
O (1.053, -1.461, -0.137)  -0.23
H (-3.274, -0.520, -1.567)  0.08
H (-2.540, -1.311, -0.179)  0.04
H (1.362, 0.623, -0.386)  0.03
H (2.277, -0.134, 0.965)  0.09
H (0.418, 0.401, 0.850)  0.08

Forces on the atoms, in the same order (eV/Å):
C -0.7224 -1.3125 -1.6545
C -0.8408 -1.6855 1.1896
N -2.5411 -0.7907 0.4296
O 0.7612 -0.0225 -0.1033
O 2.8771 1.8392 -0.2302
H -0.2801 0.9697 0.5385
H 0.2311 0.3579 1.2374
H 1.0968 1.1134 -2.6262
H -0.7542 0.3732 0.0170
H 0.1724 -0.8422 1.2023

***

CH20O9 | ωB97M-V/def2-TZVPD

Output
Maximum force (eV/Å): 8.90
Energy above the lowest of the compared OMol25 structures with the same formula, charge and spin (kJ/mol): 596.3
E_HOMO (eV): -9.520
E_LUMO (eV): -1.25
Total energy (a.u.): -727.037919
M (g mol⁻¹): 176.2

Last column: Löwdin charge in e.
Element x y z (Å)
O (-2.037, 1.297, 1.761)  0.33
H (-1.189, 1.038, 1.275)  0.11
H (-1.970, 1.353, 2.690)  0.15
H (-2.591, 1.935, 1.358)  0.15
C (0.195, -0.710, -0.164)  -0.22
O (0.312, 0.252, 0.922)  -0.41
H (-0.439, -0.280, -0.937)  0.05
H (-0.355, -1.695, 0.253)  0.10
H (0.959, -1.160, -0.694)  0.05
O (1.569, -1.102, -3.374)  -0.03
H (0.924, -0.460, -3.292)  -0.07
H (1.090, -1.942, -3.245)  0.06
O (1.046, -2.168, 2.322)  -0.03
H (0.547, -1.761, 1.704)  -0.12
H (1.109, -3.053, 1.869)  0.08
O (-0.490, 2.114, -0.924)  -0.02
H (0.142, 2.610, -1.205)  -0.06
H (0.027, 1.282, -0.646)  0.02
O (-0.718, 0.662, -3.719)  -0.05
H (-1.631, 0.400, -3.851)  0.05
H (-0.729, 0.778, -2.740)  0.02
O (1.718, 0.813, 2.998)  -0.15
H (1.424, 0.845, 2.055)  -0.03
H (1.139, 1.507, 3.579)  0.09
O (-2.566, -2.099, 1.288)  -0.03
H (-1.776, -1.648, 1.188)  -0.07
H (-2.704, -1.710, 2.171)  0.05
O (2.649, 1.073, -0.760)  -0.11
H (1.947, 1.070, -0.109)  -0.03
H (2.386, 0.766, -1.767)  0.12

Forces on the atoms, in the same order (eV/Å):
O -0.3749 -1.1764 -0.7331
H 2.6696 -1.1612 -0.8592
H 0.3325 0.1993 1.9229
H -0.8799 1.3480 -0.8421
C -3.8671 -0.6515 3.0485
O -0.9304 -0.5367 -2.0478
H -0.5868 -0.4558 -0.2791
H 0.7262 1.8784 -1.2684
H 2.8237 -0.1156 -0.4042
O 1.9435 -2.7600 0.1260
H -2.3437 2.1324 -0.1959
H 0.4376 0.5657 -0.1352
O 2.3385 -4.2082 2.0232
H -2.3432 3.0730 -2.6734
H 0.2770 0.9526 1.1417
O -5.2441 -6.5999 2.8695
H 6.1501 5.4922 -2.9408
H -1.1359 1.7977 0.3074
O -0.1123 -0.0036 1.4032
H -0.2116 -0.1477 -0.5023
H 0.1854 0.4434 -0.7727
O -1.7235 2.7822 2.3876
H -0.2991 -0.2034 0.8385
H 2.2226 -2.5144 -2.5560
O -2.2486 -0.2429 1.6246
H 3.0117 1.0681 -1.4673
H -0.9504 -0.8452 -0.0232
O 0.4080 -0.5291 -4.2067
H -0.7728 -0.5344 -0.1592
H 0.4980 0.9528 4.3737

***

C5H10O | ωB97M-V/def2-TZVPD

Output
Maximum force (eV/Å): 0.32
Energy above the lowest of the compared OMol25 structures with the same formula, charge and spin (kJ/mol): 92.5
E_HOMO (eV): -9.856
E_LUMO (eV): 1.01
Total energy (a.u.): -271.717393
M (g mol⁻¹): 86.1

Last column: Löwdin charge in e.
Element x y z (Å)
C (1.411, -0.891, -0.169)  -0.07
C (0.355, -0.180, 0.672)  -0.30
C (0.227, 1.340, 0.389)  -0.14
C (-0.999, 1.053, -0.507)  -0.12
C (-1.108, -0.327, 0.167)  -0.36
O (-1.467, -1.436, -0.621)  -0.02
H (1.191, -1.961, -0.295)  0.07
H (1.524, -0.450, -1.166)  0.09
H (2.385, -0.848, 0.329)  0.08
H (0.492, -0.449, 1.724)  0.13
H (-0.034, 1.905, 1.288)  0.11
H (1.084, 1.825, -0.090)  0.10
H (-1.857, 1.727, -0.426)  0.10
H (-0.729, 0.946, -1.563)  0.11
H (-1.797, -0.283, 1.019)  0.15
H (-0.680, -1.971, -0.751)  0.06

Forces on the atoms, in the same order (eV/Å):
C 0.0400 -0.0220 -0.0487
C 0.0561 -0.1084 0.1065
C 0.1171 0.1341 0.0722
C -0.1125 0.0326 -0.1505
C -0.0222 0.2022 0.2408
O 0.0037 -0.0464 0.0032
H 0.0560 0.1337 0.0480
H -0.0958 -0.0743 0.1457
H -0.1098 0.0802 -0.0944
H -0.0316 0.0129 -0.1349
H 0.0274 -0.0850 -0.1418
H -0.1025 -0.1081 0.0937
H 0.1221 -0.1306 -0.0361
H 0.0016 0.0034 0.1415
H 0.0754 0.0154 -0.1153
H -0.0251 -0.0398 -0.1301